267
Properties=species:S:1:pos:R:3:forces:R:3 method="wB97M-V/def2-TZVPD" spin_multiplicity=1 orbital_gap_ha=0.3241 de_lowest_ev=0.000 e_tot_ha=-4893.0518 max_force_ev_per_a=2.351
C 1.276 5.215 -2.252 -0.011 0.208 0.201
O 1.910 5.002 -1.004 -0.601 0.674 0.080
C 2.538 3.773 -0.866 0.026 -0.953 -0.642
C 2.817 3.517 0.588 0.141 0.148 -0.288
N 1.536 3.494 1.312 1.361 -0.595 1.540
C 1.820 3.407 2.813 -0.392 0.462 -1.732
C 2.458 4.677 3.359 -0.224 -0.378 0.289
O 1.535 5.706 3.059 0.115 0.545 0.602
C 1.947 6.921 3.688 0.229 -0.313 -1.045
H 0.505 4.465 -2.487 0.006 0.179 0.320
H 1.975 5.204 -3.087 0.354 -0.066 -0.074
H 0.863 6.221 -2.162 -0.256 -0.204 -0.255
H 3.418 3.755 -1.521 0.243 -0.252 0.288
H 1.875 2.956 -1.185 -0.138 0.021 -0.288
H 3.511 4.284 0.934 -0.002 0.217 0.271
H 3.355 2.567 0.678 -0.265 -0.049 0.049
H 1.093 4.383 1.121 -0.244 0.099 0.098
H 2.371 2.467 2.995 -0.106 0.521 0.053
H 0.857 3.385 3.316 -0.168 -0.448 -0.001
H 3.471 4.930 2.989 -0.348 -0.227 0.145
H 2.466 4.566 4.452 0.498 -0.015 0.037
H 1.198 7.673 3.476 -0.141 0.104 -0.051
H 2.892 7.199 3.204 0.017 0.345 0.330
H 2.089 6.844 4.767 -0.045 -0.275 0.055
C -2.872 -10.190 -4.624 0.263 0.024 0.113
O -2.963 -8.796 -4.426 -0.365 0.061 -0.277
C -4.254 -8.279 -4.803 0.977 -0.070 -0.120
C -4.140 -6.757 -4.717 0.284 -0.636 -0.781
N -4.098 -6.339 -3.351 -0.313 -0.042 0.683
C -3.896 -4.925 -3.170 0.342 0.787 0.727
C -3.565 -4.571 -1.710 0.376 -0.432 -0.508
O -2.285 -5.118 -1.447 0.674 0.163 0.516
C -1.848 -4.789 -0.122 -0.004 0.278 -0.314
H -1.862 -10.499 -4.283 -0.722 0.062 -0.119
H -2.985 -10.447 -5.687 0.074 0.047 0.050
H -3.671 -10.716 -4.076 0.314 -0.015 0.059
H -4.975 -8.688 -4.097 -0.392 0.148 0.025
H -4.499 -8.628 -5.825 0.047 0.249 0.278
H -4.952 -6.289 -5.275 -0.187 0.068 0.193
H -3.199 -6.486 -5.232 -0.182 -0.036 -0.181
H -3.330 -6.831 -2.922 0.222 -0.131 0.307
H -4.817 -4.390 -3.438 0.254 0.020 -0.231
H -3.019 -4.547 -3.745 -0.542 -0.008 -0.111
H -4.290 -5.013 -1.014 -0.134 0.092 -0.078
H -3.503 -3.489 -1.549 -0.293 0.027 -0.193
H -2.706 -4.959 0.520 0.033 -0.059 0.624
H -1.520 -3.729 0.018 -0.387 -0.497 -0.449
H -1.008 -5.425 0.174 -0.272 -0.125 -0.229
C 9.097 5.170 -4.143 0.202 0.024 0.369
O 8.239 5.179 -3.025 -0.321 0.135 -0.522
C 8.859 5.577 -1.836 0.162 -0.322 0.159
C 7.877 5.367 -0.716 -0.076 0.623 0.870
N 7.609 3.962 -0.512 -0.552 -0.392 1.180
C 6.466 3.802 0.440 -0.146 -0.190 -1.585
C 6.154 2.359 0.754 0.049 0.192 -0.765
O 5.560 1.783 -0.411 -0.063 0.232 0.970
C 5.292 0.416 -0.179 0.597 0.157 -1.200
H 8.466 4.998 -5.001 -0.017 -0.090 -0.340
H 9.863 4.389 -4.060 -0.134 -0.110 0.001
H 9.635 6.117 -4.256 -0.147 0.158 -0.017
H 9.183 6.613 -1.858 -0.018 0.473 -0.220
H 9.761 4.968 -1.709 0.019 -0.082 0.371
H 6.935 5.948 -0.872 0.411 -0.162 -0.373
H 8.289 5.818 0.221 -0.054 -0.482 -0.536
H 7.351 3.530 -1.399 -0.022 0.143 0.232
H 5.591 4.277 -0.054 0.009 -0.229 0.553
H 6.614 4.283 1.389 0.551 0.636 0.305
H 5.486 2.285 1.634 0.071 -0.036 -0.320
H 7.092 1.833 0.981 -0.076 -0.050 0.114
H 6.266 -0.089 -0.073 -0.384 -0.280 0.247
H 4.814 0.068 -1.098 -0.075 -0.258 0.309
H 4.648 0.258 0.684 -0.091 -0.065 0.147
C 7.497 6.335 7.637 0.166 0.373 0.082
O 7.515 5.269 6.719 -0.041 0.126 -1.136
C 7.577 5.730 5.339 1.263 -0.950 0.143
C 7.777 4.516 4.369 0.221 -0.491 0.229
N 6.589 3.699 4.126 0.010 0.616 0.309
C 6.209 2.946 5.312 -0.895 -0.631 -0.153
C 5.180 1.900 4.865 1.179 0.277 -0.042
O 5.917 1.016 4.003 -1.512 -0.454 -0.190
C 5.022 -0.055 3.605 0.732 0.893 0.013
H 7.271 5.966 8.653 0.324 -0.101 -0.519
H 6.689 7.018 7.374 -0.064 0.330 0.010
H 8.461 6.897 7.632 -0.531 -0.326 0.082
H 8.501 6.322 5.189 -0.184 -0.026 0.350
H 6.754 6.413 5.089 -0.245 -0.501 0.031
H 8.570 3.811 4.787 -0.434 1.200 -0.191
H 8.150 4.896 3.393 -0.242 -0.081 0.619
H 6.723 3.058 3.346 0.246 0.123 0.332
H 5.818 3.628 6.073 -0.098 -0.145 -0.173
H 7.024 2.379 5.792 0.179 0.234 -0.208
H 4.359 2.392 4.311 0.115 -0.259 0.167
H 4.805 1.301 5.696 -0.244 0.196 0.203
H 5.471 -0.528 2.737 0.125 -0.329 0.172
H 4.064 0.366 3.276 -0.005 -0.077 0.123
H 4.864 -0.741 4.446 -0.042 -0.019 -0.288
C -1.175 -1.679 -3.805 0.106 -0.007 0.270
O -2.014 -0.588 -3.515 0.331 -0.194 -0.556
C -3.070 -0.474 -4.427 -0.231 0.454 -0.147
C -3.984 0.573 -3.848 -0.801 0.368 -0.521
N -5.076 0.804 -4.778 0.082 -0.455 -0.662
C -6.126 -0.205 -4.799 -1.007 0.871 0.680
C -7.307 0.243 -5.675 0.301 0.823 -0.381
O -7.951 1.318 -4.994 -0.066 0.311 -0.305
C -9.106 1.841 -5.647 -0.034 -0.264 0.507
H -0.494 -1.695 -2.961 0.376 -0.369 -0.123
H -0.618 -1.574 -4.757 -0.238 0.088 0.316
H -1.759 -2.608 -3.827 0.135 -0.008 -0.042
H -3.583 -1.432 -4.555 -0.095 -0.244 0.247
H -2.798 -0.173 -5.460 0.417 0.040 0.478
H -3.470 1.549 -3.788 0.073 -0.636 0.440
H -4.356 0.238 -2.854 0.312 0.284 -0.192
H -5.426 1.733 -4.654 -0.540 0.283 0.139
H -6.571 -0.289 -3.770 0.308 -0.470 -0.515
H -5.736 -1.167 -5.137 -0.062 0.059 0.054
H -8.055 -0.519 -5.876 0.091 -0.558 0.160
H -6.956 0.617 -6.664 0.029 -0.248 0.410
H -9.292 2.821 -5.185 0.003 -0.273 -0.293
H -9.985 1.196 -5.456 0.283 0.146 -0.077
H -9.001 1.944 -6.738 0.255 0.042 0.241
C -6.199 4.268 -6.726 0.073 -0.175 0.268
O -5.621 4.734 -5.523 0.029 0.065 0.408
C -6.545 4.805 -4.423 -0.315 -0.629 -1.393
C -5.818 5.128 -3.174 0.471 0.696 -0.848
N -4.869 4.120 -2.841 -0.318 -0.703 1.188
C -4.291 4.446 -1.541 1.122 -0.739 -0.383
C -3.509 3.271 -0.982 0.515 -0.480 -1.023
O -2.435 2.983 -1.903 0.343 -0.470 1.077
C -1.594 1.955 -1.312 -0.227 0.767 -0.809
H -7.053 4.875 -6.989 -0.448 0.389 -0.201
H -6.565 3.232 -6.635 0.287 0.105 0.008
H -5.457 4.357 -7.527 -0.094 -0.157 0.307
H -7.057 3.828 -4.361 0.031 0.220 0.196
H -7.282 5.589 -4.605 -0.216 0.067 -0.226
H -6.561 5.260 -2.389 0.069 -0.095 0.200
H -5.304 6.095 -3.335 -0.279 0.145 0.151
H -4.177 3.954 -3.573 -0.180 0.348 0.460
H -5.030 4.760 -0.811 -0.512 -0.200 -0.116
H -3.616 5.302 -1.641 0.294 0.146 0.138
H -4.108 2.329 -0.957 -0.047 0.733 0.412
H -3.068 3.512 -0.004 -0.255 -0.109 0.030
H -2.180 1.051 -1.116 0.087 0.106 0.039
H -1.116 2.319 -0.395 -0.150 -0.073 -0.042
H -0.819 1.720 -2.049 -0.144 0.000 0.097
C 2.149 -0.125 -3.526 0.252 -0.697 -0.137
O 2.536 0.690 -4.591 -0.006 0.877 -0.686
C 1.478 0.979 -5.517 0.091 -0.473 0.743
C 1.915 2.039 -6.488 1.151 -0.117 -0.062
N 2.216 3.254 -5.775 -0.633 1.468 -0.346
C 2.732 4.329 -6.647 0.796 -1.147 0.429
C 3.332 5.478 -5.849 -0.192 -0.717 -0.282
O 4.308 4.946 -4.957 0.005 1.598 0.342
C 4.819 6.041 -4.141 0.173 -1.064 -0.567
H 1.944 -1.157 -3.888 -0.035 0.359 0.262
H 1.254 0.254 -3.020 0.010 0.025 0.087
H 3.006 -0.166 -2.838 -0.405 -0.002 -0.067
H 0.617 1.359 -4.947 -0.057 -0.210 -0.144
H 1.237 0.042 -6.028 -0.300 0.054 -0.131
H 1.149 2.205 -7.252 -0.075 0.023 0.201
H 2.830 1.696 -7.019 -0.324 -0.174 -0.033
H 2.859 3.090 -5.015 0.194 -0.146 -0.032
H 1.970 4.674 -7.347 -0.170 0.104 0.183
H 3.553 3.907 -7.266 -0.142 0.205 -0.007
H 2.551 6.022 -5.306 0.051 -0.013 0.124
H 3.815 6.156 -6.556 -0.002 0.242 -0.013
H 4.012 6.466 -3.553 -0.145 0.105 0.207
H 5.293 6.841 -4.733 -0.246 -0.287 -0.139
H 5.586 5.607 -3.508 -0.011 0.008 0.176
C -2.063 0.966 2.346 -1.333 -0.936 -0.576
O -3.301 0.885 3.087 1.634 -0.235 0.004
C -4.271 1.758 2.603 -0.683 -0.027 0.809
C -5.507 1.542 3.492 -0.073 0.001 -1.415
N -6.080 0.215 3.240 -0.311 1.440 -0.697
C -7.512 0.175 3.509 1.216 -0.474 1.263
C -8.081 -1.152 3.145 -0.117 -0.668 -0.312
O -7.510 -2.141 3.985 -0.226 -0.601 0.256
C -8.174 -3.421 3.888 0.787 1.169 -0.400
H -2.324 0.695 1.304 0.462 0.153 0.281
H -1.411 0.183 2.736 0.005 0.329 -0.033
H -1.582 1.951 2.334 -0.147 -0.022 0.360
H -4.509 1.555 1.546 0.033 0.088 0.181
H -3.888 2.772 2.734 -0.151 0.426 -0.253
H -6.269 2.260 3.158 0.170 0.057 0.185
H -5.242 1.794 4.527 -0.077 -0.276 0.095
H -5.557 -0.520 3.681 0.126 -0.530 0.360
H -8.043 0.960 2.996 -0.041 0.364 -0.438
H -7.658 0.321 4.585 -0.476 0.101 0.165
H -7.788 -1.371 2.090 -0.591 0.040 0.380
H -9.178 -1.120 3.300 0.281 -0.157 -0.369
H -7.605 -4.123 4.522 -0.462 0.348 -0.245
H -8.106 -3.738 2.825 -0.370 -0.163 0.546
H -9.217 -3.279 4.223 0.296 -0.477 -0.195
C -1.787 -0.652 7.891 0.106 -0.183 0.435
O -2.395 -1.648 7.113 -0.048 -0.268 0.792
C -2.824 -1.234 5.853 0.658 0.895 0.155
C -3.394 -2.421 5.171 -0.139 -0.257 -0.543
N -3.947 -2.026 3.892 -0.601 0.030 0.422
C -4.070 -3.125 2.978 0.387 -0.307 -1.233
C -4.626 -2.712 1.600 0.864 0.573 0.253
O -3.583 -1.876 0.987 -1.215 -0.627 0.201
C -4.112 -1.134 -0.105 0.178 -0.290 -0.052
H -0.930 -0.215 7.363 -0.220 0.333 -0.050
H -1.381 -1.165 8.761 0.023 -0.022 0.115
H -2.494 0.110 8.282 0.275 -0.171 -0.562
H -1.954 -0.891 5.289 0.222 0.321 -0.263
H -3.508 -0.374 5.931 -0.178 -0.268 -0.123
H -4.130 -2.846 5.845 -0.387 -0.305 -0.120
H -2.597 -3.165 5.017 0.052 -0.052 0.269
H -3.378 -1.290 3.504 0.055 0.233 -0.394
H -4.676 -3.924 3.412 -0.203 0.132 0.039
H -3.069 -3.584 2.772 -0.386 0.059 0.065
H -5.575 -2.152 1.659 0.406 0.047 0.247
H -4.830 -3.601 0.980 0.301 0.148 0.036
H -4.628 -1.807 -0.803 -0.027 0.070 -0.031
H -3.273 -0.674 -0.657 -0.381 -0.093 0.385
H -4.845 -0.393 0.246 0.226 0.052 -0.070
C 1.405 -10.351 6.041 0.127 0.553 0.412
O 1.206 -9.911 4.737 0.269 -0.418 -1.213
C 1.773 -10.824 3.775 -1.169 0.305 0.473
C 1.428 -10.281 2.392 0.490 -0.433 0.452
N 2.103 -9.024 2.229 0.468 0.270 -1.450
C 1.772 -8.382 0.931 -0.277 0.686 2.232
C 2.011 -6.850 1.022 -1.356 -0.902 -0.153
O 1.017 -6.286 1.931 0.955 -0.454 -0.784
C 1.182 -4.873 2.056 -0.251 -0.783 -0.393
H 0.912 -11.310 6.231 -0.107 0.067 0.111
H 1.003 -9.540 6.663 0.059 -0.519 0.182
H 2.476 -10.460 6.247 0.028 -0.055 0.141
H 1.298 -11.796 3.914 -0.100 -0.251 0.002
H 2.839 -10.953 3.999 0.024 0.250 -0.462
H 0.334 -10.199 2.243 0.110 -0.065 0.365
H 1.764 -11.007 1.645 0.179 0.095 -0.028
H 1.847 -8.416 2.985 -0.247 0.320 0.221
H 0.709 -8.548 0.751 -0.358 0.293 -0.282
H 2.285 -8.874 0.122 0.605 0.080 -0.303
H 1.851 -6.509 -0.017 0.107 0.533 0.378
H 3.006 -6.588 1.384 0.120 -0.105 -0.105
H 2.195 -4.649 2.412 -0.187 0.281 -0.055
H 0.423 -4.526 2.754 0.138 0.016 0.183
H 0.962 -4.423 1.081 0.353 0.329 0.052
C 0.312 -1.226 -0.114 -0.929 -0.363 0.974
C 1.241 -0.096 0.256 0.406 -0.062 -0.844
O 0.528 0.791 1.103 0.056 -0.725 -0.189
H -0.476 -0.911 -0.798 -0.115 0.238 0.059
H -0.172 -1.539 0.830 -0.139 0.121 -0.339
H 0.720 -2.145 -0.509 0.772 0.057 -0.256
H 1.604 0.392 -0.670 -0.195 0.129 0.379
H 2.146 -0.479 0.740 -0.007 -0.096 0.212
H 0.956 1.653 1.091 0.077 0.820 -0.020
C 3.221 -3.818 -2.636 -0.451 0.590 0.891
C 3.795 -3.877 -1.218 0.032 0.733 -0.137
O 3.370 -2.719 -0.413 0.228 -0.960 -0.957
H 3.472 -4.687 -3.239 0.262 -0.044 0.119
H 3.519 -2.900 -3.140 0.173 -0.075 -0.059
H 2.140 -3.788 -2.546 -0.310 -0.011 -0.123
H 4.879 -3.880 -1.290 0.268 0.004 0.152
H 3.482 -4.793 -0.732 -0.136 -0.231 0.200
H 3.752 -2.841 0.463 -0.053 0.010 -0.038
C 1.157 -0.260 4.356 0.174 1.176 0.876
C 1.240 -1.639 3.826 -0.223 0.246 -0.887
O 2.388 -2.287 4.324 0.200 -0.490 0.175
H 0.304 0.311 3.989 0.080 -0.083 -0.089
H 2.079 0.273 4.122 -0.082 0.150 -0.160
H 1.111 -0.278 5.451 -0.155 -0.009 0.035
H 1.319 -1.563 2.729 0.011 -0.446 0.304
H 0.336 -2.171 4.099 -0.296 -0.437 -0.169
H 2.199 -2.464 5.253 0.269 -0.082 -0.062